55
Properties=species:S:1:pos:R:3:forces:R:3:nbo_charge:R:1 method="wB97M-V/def2-TZVPD" total_energy_ha=-1720.706930 smiles="C#CN(Cc1cccc(C)c1)S(=O)(=O)F.c1cc[nH]c1.c1cc[nH]c1.c1cc[nH]c1" max_force_ev_per_a=4.8 homo_energy_ev=-7.99
S 1.9364 0.4992 -0.8886 1.500 2.225 -3.967 2.449
F 2.0859 0.9893 0.6542 -0.610 -1.314 -1.202 -0.489
O 3.1584 0.8746 -1.5350 0.426 -0.809 1.459 -0.901
O 0.8519 1.1425 -1.5528 -1.195 -0.946 1.958 -0.847
N 4.9799 4.4224 -0.6776 0.064 0.023 0.029 -0.507
N 1.8479 -1.2028 -0.9429 1.451 0.547 2.168 -0.605
N 2.2090 3.0007 2.4974 -0.112 0.081 0.277 -0.521
N -5.5271 -5.9710 -2.0957 -0.101 -0.010 -0.091 -0.509
C 0.9727 -1.7995 0.1412 -1.137 -0.685 0.340 -0.246
C 1.2225 3.9472 2.5598 -0.005 -0.013 -0.092 -0.067
C 4.6892 4.4175 0.6599 -0.017 -0.067 -0.117 -0.079
C 5.3955 5.4321 1.2500 -0.027 -0.037 0.079 -0.295
C -3.8633 -2.8368 -1.0518 0.205 0.398 1.117 -0.631
C -3.2830 -0.6064 0.0988 1.295 0.058 0.098 -0.196
C 6.1460 6.0727 0.2291 0.043 0.005 -0.082 -0.312
C 2.2316 3.8042 4.5624 0.070 -0.063 0.046 -0.305
C -6.5077 -5.9729 -4.0822 0.068 -0.045 -0.054 -0.304
C -2.3222 0.2806 0.6564 0.197 -1.124 -0.485 -0.195
C -0.4853 -1.3178 0.1380 -1.140 -0.341 -0.366 -0.096
C -0.9514 -0.0955 0.6767 -0.316 0.193 0.143 -0.200
C 5.8707 5.4250 -0.9473 -0.028 0.005 -0.067 -0.078
C -1.4615 -2.1954 -0.4259 -0.592 1.075 0.474 -0.143
C -5.3784 -6.3473 -3.4039 0.111 -0.007 0.018 -0.078
C 3.1588 -1.6432 -0.6129 -0.392 0.004 -0.454 0.103
C -7.3753 -5.3499 -3.1474 -0.049 0.039 0.079 -0.304
C -6.7449 -5.3665 -1.9316 0.046 0.049 0.097 -0.079
C -2.8428 -1.8469 -0.4334 0.237 -0.155 -0.310 -0.030
C 2.8250 2.9045 3.7160 0.068 -0.028 -0.048 -0.080
C 1.2135 4.4661 3.8280 -0.087 0.025 -0.058 -0.308
C 4.2390 -2.0204 -0.2440 -0.395 -0.174 0.917 -0.211
H -4.7762 -2.7710 -0.4159 0.383 -0.114 -0.743 0.219
H 0.6149 4.1697 1.6977 0.031 0.034 0.030 0.210
H 6.2294 5.5910 -1.9497 -0.005 0.022 0.042 0.208
H 2.4439 2.4610 1.6842 -0.076 0.210 0.285 0.416
H 3.6313 2.2069 3.8740 -0.007 0.048 0.013 0.210
H -4.1007 -2.5851 -2.1028 0.089 -0.250 0.574 0.236
H 2.4975 3.9687 5.5942 -0.007 -0.011 -0.035 0.221
H -4.8490 -6.1162 -1.3701 -0.056 -0.019 -0.029 0.409
H 5.3764 5.6863 2.2976 -0.021 -0.021 -0.033 0.222
H 4.5978 3.7867 -1.3560 0.032 -0.002 0.056 0.417
H -4.4835 -6.8465 -3.7372 -0.041 0.018 -0.016 0.210
H 5.0303 -2.3503 0.4270 -0.295 0.235 -0.968 0.259
H -1.1933 -3.1722 -0.8586 0.077 0.570 0.272 0.202
H 1.4903 -1.6943 1.1170 -0.427 0.238 -0.490 0.222
H -4.3463 -0.3176 0.0715 0.619 -0.293 0.016 0.220
H -2.6318 1.2517 1.0781 0.247 -0.660 -0.267 0.226
H -3.4892 -3.8802 -0.9559 -0.186 0.713 -0.327 0.206
H 4.0066 3.6959 1.0730 0.111 0.154 0.000 0.200
H 6.8125 6.9122 0.3450 -0.020 -0.030 -0.009 0.219
H 0.9426 -2.8920 -0.0674 0.205 0.793 -0.018 0.235
H -7.0546 -5.0011 -0.9663 -0.015 -0.004 -0.045 0.210
H -0.2582 0.6215 1.1426 -0.278 -0.501 -0.246 0.220
H -8.3516 -4.9376 -3.3449 0.031 -0.018 0.014 0.223
H -6.6922 -6.1290 -5.1327 0.010 0.000 0.037 0.223
H 0.5498 5.2351 4.1894 0.023 -0.024 -0.019 0.221

50
Properties=species:S:1:pos:R:3:forces:R:3:nbo_charge:R:1 method="wB97M-V/def2-TZVPD" total_energy_ha=-2226.246306 spin_multiplicity=5 max_force_ev_per_a=4.7 total_charge=-1 s_squared=6.049 homo_energy_ev="0.54 / -5.31"
Fe 1.8427 0.2575 1.9689 -0.190 -0.152 -0.068 0.504
N -1.8042 -1.3147 -2.9627 0.272 -0.859 0.935 -0.663
N -1.0539 -1.1891 -0.7933 -0.160 -0.229 -0.929 -0.473
C 0.3182 1.4578 2.2520 -1.845 -0.119 -0.875 -0.258
C -1.4941 -0.6170 -1.8591 -0.506 -0.723 -0.741 0.414
C -4.4450 -0.9168 1.9348 0.639 -0.027 -0.184 -0.179
C -3.1857 -1.1046 1.3235 -2.431 -1.474 0.556 -0.302
C -3.8055 1.3179 2.5564 0.379 -0.091 -0.552 -0.223
C 2.4389 -0.4445 3.7493 1.467 -1.156 -0.639 -0.268
C -1.6355 0.8583 -1.9885 0.045 0.096 0.039 -0.751
C 1.5544 2.1697 2.1759 -0.436 2.273 0.021 -0.313
C 3.3568 -0.9724 1.6542 0.117 -0.775 1.588 -0.258
C 0.0853 0.7332 1.0030 1.592 2.821 -0.811 -0.143
C 2.0842 -1.6778 1.7671 1.118 -0.876 1.765 -0.320
C -0.9019 -0.2751 0.8130 -1.173 -4.221 1.687 -0.131
C -1.2196 -2.6459 -0.6316 0.094 1.598 0.044 -0.242
C -2.2611 -0.0874 1.3257 3.058 1.499 -0.724 -0.040
C 2.1482 1.8763 0.9039 0.297 2.029 -0.465 -0.301
C 1.5161 -1.3401 3.0749 1.260 -1.288 -0.253 -0.297
C -1.6104 -2.7648 -3.0855 -0.305 0.070 -0.105 -0.546
C 1.2819 0.9854 0.1993 -2.400 -0.123 -1.237 -0.280
C -4.7409 0.2699 2.6174 0.946 -0.507 -0.642 -0.322
C 3.5755 -0.2338 2.8828 0.510 -2.504 1.055 -0.337
C -2.6315 1.1904 1.8218 -0.670 0.840 0.818 -0.262
C -0.8237 -3.3290 -1.8782 -0.048 -0.521 -1.633 -0.479
H -1.0463 -2.9418 -4.0215 -0.323 -0.023 0.335 0.181
H -0.6011 -2.9799 0.2116 -0.091 0.083 0.033 0.198
H -4.0007 2.2410 3.0857 -0.112 0.171 -0.112 0.192
H 1.9084 2.8418 2.9831 -0.076 -0.569 -0.834 0.230
H 0.6254 -1.7694 3.5218 0.006 0.347 -0.259 0.242
H -0.7544 1.3218 -1.5597 0.124 0.303 -0.047 0.232
H 3.0701 2.3383 0.4985 -0.690 -0.613 0.402 0.233
H -1.7046 1.0504 -3.0565 0.076 0.461 -0.060 0.199
H -5.6406 0.3730 3.1659 -0.781 0.114 0.389 0.193
H 0.2447 -3.1860 -2.1342 -0.403 -0.184 0.531 0.208
H -1.0604 -4.3980 -1.7496 0.274 0.111 -0.396 0.203
H -2.6105 -3.2461 -3.1612 0.521 0.193 0.024 0.178
H -2.2766 -2.8121 -0.3652 0.518 -0.430 -0.489 0.191
H 4.0716 -1.0863 0.8508 -0.230 0.264 -0.071 0.231
H 2.3718 -0.1131 4.7749 -0.230 0.267 -0.171 0.229
H -2.9758 -2.0854 0.8693 -0.231 0.920 0.600 0.195
H -1.9686 2.0837 1.7321 -0.650 -1.062 -0.012 0.214
H 1.7099 -2.4034 1.0594 -0.110 0.283 -0.059 0.240
H -5.1847 -1.7223 1.8790 0.268 0.239 0.132 0.193
H -0.4855 1.4657 3.0099 1.161 -0.021 -0.129 0.252
H 1.3470 0.6144 -0.8523 0.412 0.208 1.248 0.246
H -2.5182 1.2799 -1.4933 0.158 -0.397 0.011 0.243
H -2.0418 -0.7784 -3.7713 -0.205 0.125 -0.835 0.333
H -0.4435 -1.4278 0.9594 -0.899 3.271 1.304 0.183
H 4.4917 0.2562 3.1723 -0.119 0.356 -0.188 0.228

52
Properties=species:S:1:pos:R:3:forces:R:3:nbo_charge:R:1 method="wB97M-V/def2-TZVPD" total_energy_ha=-2417.875928 spin_multiplicity=6 max_force_ev_per_a=3.1 total_charge=-2 s_squared=8.767 homo_energy_ev="2.99 / -1.78"
Fe 0.6747 -0.6302 0.1961 0.887 -0.794 -0.742 1.319
O -0.4339 0.4110 1.4111 -0.712 1.160 2.759 -0.886
O -1.8216 2.5308 1.8371 0.172 -0.301 0.184 -0.692
O 0.9379 -0.2172 3.1088 -1.411 0.840 -0.213 -0.657
O -0.2640 -0.2791 -2.3373 -1.321 0.327 0.866 -0.588
C 1.4470 -2.9083 0.0609 -1.191 -0.681 0.704 -0.358
C -0.8508 -2.6268 0.0077 0.644 -0.381 0.425 -0.399
C -1.6751 0.1498 -2.2801 0.648 -0.136 0.124 -0.108
C 2.8898 -0.1650 0.3743 0.028 1.246 -0.408 -0.402
C 2.2224 1.0726 0.6981 0.820 -0.424 -1.031 -0.379
C 2.0950 0.7712 -1.5931 0.544 0.159 0.718 -0.300
C -1.5795 2.3790 3.1502 0.050 -0.285 0.177 0.356
C 2.7764 -0.3533 -1.0501 0.299 0.836 0.329 -0.374
C 0.2884 -2.9961 -0.7696 0.047 0.067 0.989 -0.324
C 1.6859 1.6079 -0.5196 0.934 -0.112 -0.015 -0.332
C -1.8992 3.1451 5.4209 0.130 -0.162 -0.153 -0.197
C 0.2630 0.5627 -4.5699 0.123 0.082 -0.341 -0.872
C -2.1171 3.3114 4.0578 0.181 -0.378 -0.139 -0.301
C -1.1385 2.0663 5.9031 -0.081 -0.005 -0.085 -0.294
C -0.5767 1.1589 5.0018 -0.271 0.362 0.044 -0.150
C 0.1100 -1.8826 -4.1534 0.189 -0.243 -0.491 -0.799
C -0.3809 -0.5240 -3.7300 -0.577 -0.264 -1.180 0.214
C -1.9244 -0.3613 -3.6966 0.666 0.023 0.131 -0.776
C -0.0416 0.4220 2.6882 1.150 -1.154 -1.126 0.757
C -0.4117 -2.3806 1.3534 0.845 -1.038 -0.799 -0.350
C 1.0179 -2.5632 1.3936 -0.788 -0.728 -0.871 -0.377
C -0.7884 1.3017 3.6302 -0.319 0.756 -0.016 -0.192
H 3.2279 -1.1598 -1.6312 -0.275 0.232 0.257 0.212
H 0.2652 -3.4217 -1.7653 0.075 0.471 0.142 0.210
H -2.2271 -0.3725 -1.4945 0.184 0.255 0.127 0.182
H 2.0482 1.0293 -2.6484 -0.483 -0.363 0.359 0.214
H -1.7210 1.2451 -2.1780 -0.137 -0.327 0.144 0.171
H 1.3383 0.3891 -4.6891 -0.078 0.134 0.086 0.197
H 0.0491 0.3257 5.3263 -0.165 0.293 -0.073 0.233
H -2.2764 0.3914 -4.4012 -0.363 -0.344 -0.064 0.198
H -2.3280 3.8741 6.1089 0.116 -0.193 -0.053 0.194
H 2.4586 -3.1753 -0.2309 -0.205 0.226 0.038 0.212
H 1.6478 -2.5292 2.2755 -0.157 0.284 -0.247 0.228
H -1.8826 -2.6246 -0.3328 0.220 0.053 0.034 0.213
H 0.1003 1.5511 -4.1324 -0.023 -0.024 -0.039 0.205
H -0.4121 -2.1786 -5.0730 0.122 0.068 0.127 0.207
H 1.1833 -1.8439 -4.3776 -0.083 -0.198 0.137 0.196
H -0.1790 0.5526 -5.5729 0.057 -0.015 0.096 0.203
H 1.1308 2.5410 -0.6150 0.148 -0.274 0.039 0.200
H -2.6968 4.1364 3.6438 0.113 -0.163 0.211 0.212
H -2.4540 -1.3249 -3.7224 0.022 0.483 -0.199 0.201
H 3.4644 -0.7794 1.0658 -0.376 0.096 -0.176 0.216
H -1.0603 -2.2369 2.2106 0.178 0.352 -0.182 0.215
H 2.2573 1.5767 1.6617 -0.355 -0.375 -0.195 0.221
H -0.9819 1.9397 6.9759 -0.043 0.067 -0.287 0.195
H -1.3797 1.7344 1.3971 -0.093 0.315 0.045 0.517
H -0.0774 -2.6420 -3.3947 -0.084 0.175 -0.170 0.211

63
Properties=species:S:1:pos:R:3:forces:R:3:nbo_charge:R:1 method="wB97M-V/def2-TZVPD" total_energy_ha=-3358.874214 spin_multiplicity=2 max_force_ev_per_a=1.5 total_charge=+2 s_squared=0.759 homo_energy_ev="-11.39 / -11.39"
Ir -0.4847 -0.2335 -0.4130 -1.315 -0.058 0.114 1.195
I 2.0574 0.2724 -2.1123 -0.140 -0.193 0.484 0.252
S 4.8880 1.2138 1.7120 0.029 -0.051 0.175 0.320
S 3.6530 1.5587 -0.9111 0.206 0.046 -0.003 0.185
S 3.0150 -0.6998 1.0327 0.016 -0.163 0.178 0.054
P -2.6820 1.6736 1.6541 -0.159 0.004 0.098 0.822
O 0.0138 -2.2318 -0.1860 -0.054 -0.181 0.087 -0.668
N -0.6453 1.8187 -0.2621 0.089 0.286 -0.450 -0.450
N -0.7953 -0.6964 -2.3645 1.041 0.639 -0.795 -0.700
N -1.3778 0.3210 3.7385 0.008 -0.095 0.029 -0.297
N -0.6621 -0.2311 1.7370 1.002 0.198 -0.078 -0.487
N -2.4925 -0.2719 -0.3499 -0.126 -0.353 0.254 -0.391
N 1.4563 -3.8929 -0.4970 -0.114 -0.063 0.073 -0.728
N -1.3167 3.7846 0.4586 0.064 0.075 0.081 -0.294
N -0.8975 -1.9562 -4.2638 0.307 0.218 -0.071 -0.622
N -4.5601 0.2029 0.1842 -0.064 -0.035 -0.051 -0.290
C -2.0198 4.8178 1.2240 -0.036 -0.066 -0.012 -0.411
C 0.5296 -2.8390 -2.4708 -0.071 0.104 0.053 -0.530
C -1.1444 -0.6341 -4.6295 -0.102 -0.228 0.057 0.112
C 3.8165 0.6651 0.5740 -0.071 0.192 -0.432 -0.629
C -0.4023 -0.6214 3.9089 -0.038 0.016 0.017 -0.043
C -2.1608 0.9372 4.8113 0.005 0.006 -0.051 -0.411
C -5.7255 0.7957 0.8454 0.073 0.015 0.038 -0.410
C -0.3223 4.0139 -0.4467 0.045 0.019 0.051 -0.041
C -1.4225 -0.0852 -5.8562 0.000 -0.005 -0.057 -0.239
C -3.3200 -1.0591 -1.1068 0.025 0.023 0.045 -0.045
C -1.5839 2.0740 -4.7874 -0.007 -0.007 0.095 -0.225
C -1.6525 1.2955 -5.9224 0.031 -0.049 -0.055 -0.209
C 0.0355 -0.9582 2.6643 -0.063 -0.087 -0.119 -0.048
C -0.7408 -2.0805 -2.8388 -0.340 0.135 -0.050 0.143
C 0.0922 2.7985 -0.8896 -0.086 -0.048 0.162 -0.068
C -1.2971 1.4999 -3.5380 -0.032 0.000 -0.051 -0.302
C -1.4883 2.4517 0.5556 0.051 0.158 -0.123 0.073
C 0.6485 -2.9702 -0.9863 0.146 0.011 0.030 0.732
C -3.2679 0.4880 0.4274 -0.086 -0.130 -0.031 0.074
C -1.0787 0.1428 -3.4666 -0.116 -0.297 0.220 0.175
C -1.5099 0.5323 2.4108 0.025 0.041 0.321 0.066
C -4.6056 -0.7688 -0.7752 -0.042 0.068 0.002 -0.038
H 0.0108 5.0060 -0.7000 -0.024 -0.021 0.004 0.254
H 0.7798 -1.6803 2.3875 0.018 0.050 -0.022 0.238
H 1.4061 -2.3113 -2.8523 0.019 -0.124 -0.055 0.256
H -5.7034 1.8782 0.7513 -0.008 0.007 -0.043 0.230
H 0.5097 -3.8294 -2.9309 0.051 -0.017 0.036 0.254
H -3.0842 4.7989 1.0025 0.001 -0.009 -0.032 0.230
H -2.9575 -1.7658 -1.8226 -0.045 0.013 -0.033 0.244
H 0.8331 2.5820 -1.6300 -0.007 0.040 -0.037 0.247
H -6.6207 0.4128 0.3668 -0.002 0.005 -0.034 0.246
H -3.2127 0.6807 4.7098 -0.005 -0.019 -0.010 0.226
H -1.5719 -2.6723 -2.4004 0.086 -0.121 -0.005 0.135
H -1.2580 2.1086 -2.6519 -0.112 0.091 -0.014 0.197
H -2.0441 2.0180 4.7959 0.024 0.008 -0.004 0.226
H -1.8657 4.6687 2.2901 0.027 0.006 0.002 0.226
H -1.6163 5.7846 0.9413 0.012 0.001 -0.018 0.245
H -1.4580 -0.7032 -6.7445 -0.046 0.035 -0.001 0.227
H 1.5631 -3.9932 0.5010 0.014 0.003 -0.001 0.425
H 1.9527 -4.5296 -1.0982 -0.024 -0.017 -0.022 0.428
H -1.8937 1.7525 -6.8723 0.050 -0.029 -0.010 0.229
H -5.5336 -1.1600 -1.1550 0.010 0.001 0.026 0.254
H -1.7602 3.1388 -4.8629 -0.003 -0.007 0.059 0.220
H -0.0936 -0.9617 4.8826 -0.053 -0.006 -0.015 0.250
H -5.7432 0.5219 1.8979 0.006 -0.029 -0.002 0.227
H -0.9383 -2.7421 -4.8849 -0.112 -0.006 -0.006 0.416
H -1.7984 0.5564 5.7607 0.024 -0.001 0.000 0.244